ORCA calculation (wB97M-V/def2-TZVPD) on C20H19N8OTi as an isolated structure in a non-equilibrium geometry.

Geometry as XYZ:
```
49
Properties=species:S:1:pos:R:3:forces:R:3:mulliken_spin:R:1
Ti 0.655 -0.480 -0.669 0.14 0.17 1.61 1.03
C -0.128 1.550 -4.304 0.53 -0.74 -0.26 0.01
C -0.488 2.827 -3.886 0.02 0.82 1.26 0.10
C -0.527 3.130 -2.532 -0.90 0.29 0.00 -0.02
C -0.137 2.185 -1.591 0.01 -0.68 -0.15 0.12
N 0.286 0.964 -2.013 -0.25 -0.01 -2.08 0.09
C 0.253 0.617 -3.368 -0.16 1.13 1.21 0.10
C -0.130 2.346 -0.158 0.51 -0.27 0.32 0.10
C -0.460 3.504 0.526 -0.10 0.44 0.58 -0.05
C -0.340 3.605 1.911 -0.52 0.30 -1.23 0.16
C 0.317 2.579 2.566 0.91 -1.04 0.72 0.00
C 0.710 1.472 1.851 -0.09 -0.42 -0.05 0.12
N 0.367 1.256 0.542 0.39 -0.08 -0.36 0.07
H -0.107 1.330 -5.368 0.00 -0.16 0.24 0.00
H -0.689 3.606 -4.596 -0.33 0.10 -0.28 0.01
H -1.008 4.015 -2.097 0.55 0.03 -0.78 0.00
H 0.579 -0.400 -3.592 -0.16 0.41 -0.07 0.00
H -0.757 4.351 -0.058 -0.38 0.35 -0.02 0.00
H -0.725 4.456 2.448 0.16 0.21 -0.07 0.01
H 0.611 2.656 3.620 -0.23 -0.04 -0.50 0.00
H 1.358 0.700 2.281 -0.49 0.22 0.05 0.02
N 2.844 -2.717 1.126 -1.45 0.97 1.03 0.00
C 1.605 -2.583 1.729 0.95 -0.59 -0.51 0.00
N 1.331 -3.190 2.903 -0.22 -0.20 -0.80 0.00
C 0.032 -3.259 3.226 -0.50 0.59 0.84 0.00
N -0.400 -3.908 4.348 -0.38 0.55 -0.58 0.00
N -0.985 -2.627 2.531 0.93 -0.26 -0.74 0.00
C -0.586 -2.014 1.433 1.09 0.05 0.75 0.00
N 0.717 -1.899 0.988 -2.39 -0.21 0.52 0.01
C -1.624 -1.371 0.596 -1.81 1.42 -0.84 0.02
C -2.889 -1.026 1.146 0.74 -0.56 0.22 0.00
C -3.918 -0.588 0.323 0.73 -0.02 -1.46 0.01
C -3.633 -0.403 -1.072 0.85 -1.33 2.04 0.00
C -2.378 -0.766 -1.548 0.92 1.04 -0.01 0.03
N -1.339 -1.089 -0.716 -2.27 -1.77 0.48 -0.02
H 3.537 -3.066 1.764 0.49 0.06 -0.17 0.00
H 3.054 -1.949 0.457 -0.02 -1.13 0.94 0.01
H 0.222 -4.327 5.044 -0.29 0.35 -0.74 0.00
H -1.418 -3.832 4.551 1.45 -0.15 -0.24 0.00
H -3.017 -1.106 2.237 -0.05 -0.27 -0.74 0.00
H -4.926 -0.494 0.724 0.29 0.46 -0.13 0.00
H -4.339 -0.039 -1.761 -0.95 0.20 -0.62 0.00
H -2.139 -0.666 -2.645 -0.12 -0.06 1.43 -0.01
C 3.817 -0.367 -1.383 1.79 0.06 -0.80 0.01
C 2.433 -0.732 -1.252 -0.47 -1.44 -1.99 -0.02
O 1.769 -1.509 -2.072 1.39 1.33 1.88 0.08
H 4.407 -0.879 -0.589 -0.13 0.26 -0.58 0.01
H 3.957 0.704 -1.214 -0.22 -0.07 0.27 -0.01
H 4.225 -0.568 -2.387 0.04 -0.32 0.41 0.00
```
Forces are in eV/Å.

As for the largest force on an atom: 2.91 eV/Å. The total energy comes out at -2136.16902 Ha. Its spin multiplicity is 3. As for the expectation value of S²: 2.02. The HOMO energy (spin up / spin down) is -8.103 / -11.598 eV. Its total charge is +1. Its HOMO-LUMO gap (spin up / spin down) is 4.4 / 7.8 eV.



ORCA calculation (wB97M-V/def2-TZVPD) on a 2-piece molecular cluster, C3H8N2S overall in a non-equilibrium geometry.

Geometry as XYZ:
```
14
Properties=species:S:1:pos:R:3:forces:R:3:mulliken_charge:R:1
C 1.975 0.201 -0.538 0.20 -1.38 1.18 -0.97
C 0.703 0.880 0.026 -0.35 -2.28 -0.64 -0.33
S -0.106 -0.076 1.427 1.64 0.60 1.25 -0.07
N 0.092 -1.708 0.879 -1.64 1.50 -2.71 -0.60
H 2.098 0.443 -1.600 0.35 0.59 0.37 0.33
H 2.886 0.423 0.122 -1.09 -0.67 -1.27 0.25
H 1.708 -0.949 -0.627 0.90 2.20 0.75 0.31
H 0.035 0.581 -0.817 -0.28 1.58 0.65 0.21
H 0.751 1.940 0.388 -0.15 -1.01 -0.73 0.35
H -0.103 -2.434 1.517 0.13 -0.38 1.59 0.28
H -0.750 -1.731 0.260 0.90 -0.60 0.08 0.28
C -3.142 0.793 -0.295 -2.59 2.57 -0.50 -0.11
N -2.271 0.093 -0.294 2.27 -2.76 -0.29 -0.23
H -3.877 1.544 -0.448 -0.30 0.03 0.27 0.30
```
Forces are in eV/Å.

As for the largest force on an atom: 3.68 eV/Å. The total energy comes out at -626.71325 Ha. The value obtained for the energy above the lowest of the compared OMol25 structures with the same formula, charge and spin is 288.90 kJ/mol. As for the SMILES: CCSN.C#N. The HOMO energy is -7.672 eV. Its HOMO-LUMO gap is 8.6 eV.



ORCA calculation (wB97M-V/def2-TZVPD) on C15H16CaCl3N2O3S as an isolated structure in a non-equilibrium geometry.

Geometry as XYZ:
```
41
Properties=species:S:1:pos:R:3:forces:R:3:mulliken_charge:R:1
Ca -0.701 -0.007 0.077 -3.29 -0.59 -0.04 1.67
Cl 2.326 -5.006 -3.953 -0.01 -0.10 -0.01 -0.20
C 1.969 -3.696 -2.888 0.01 0.15 0.10 0.39
C 0.706 -3.568 -2.343 -0.13 -0.05 0.04 -1.11
C 0.441 -2.488 -1.519 0.74 -0.02 -0.26 1.21
Cl -1.172 -2.328 -0.870 -0.60 -1.19 -0.41 -0.32
C 1.388 -1.502 -1.199 0.46 -0.18 -0.17 0.03
O 1.129 -0.467 -0.432 2.44 -0.77 -0.84 -1.00
C 2.664 -1.699 -1.770 -0.24 -0.02 0.09 0.50
Cl 3.876 -0.528 -1.394 0.10 0.04 -0.03 -0.20
C 2.956 -2.763 -2.596 0.01 -0.05 -0.02 -0.80
H -0.067 -4.296 -2.550 0.02 0.00 -0.06 0.45
H 3.947 -2.873 -3.014 0.00 0.03 0.00 0.46
N -0.902 3.737 -1.712 0.03 -0.08 0.08 -0.39
C -0.416 2.540 -1.346 0.08 0.27 -0.38 0.80
N 0.919 2.403 -1.226 -0.16 -0.13 0.07 -0.27
O -1.193 1.577 -1.127 -0.20 1.79 -1.13 -1.07
H -0.314 4.536 -1.866 0.01 0.01 -0.02 0.17
H -1.896 3.845 -1.789 -0.05 -0.02 0.00 0.24
H 1.552 3.139 -1.484 0.01 0.03 0.00 0.21
H 1.299 1.475 -1.058 0.08 0.03 -0.08 0.18
C 0.766 -5.918 2.378 0.06 0.01 -0.05 -1.50
C 0.744 -4.419 2.441 -0.02 0.02 -0.04 0.81
C -0.463 -3.723 2.443 0.00 0.03 0.03 -0.99
C -0.489 -2.340 2.521 -0.10 0.04 0.09 -0.37
C 0.707 -1.641 2.583 0.13 0.10 0.07 0.69
C 1.921 -2.312 2.569 0.15 0.16 -0.10 -0.67
C 1.934 -3.694 2.495 -0.08 -0.04 0.05 -0.63
S 0.713 0.136 2.794 0.17 -0.55 1.08 0.57
C 0.028 0.136 4.465 0.15 0.27 -0.15 -1.11
O -0.437 0.662 1.953 0.21 0.91 2.27 -0.79
H -0.214 -6.339 2.597 0.01 -0.02 0.01 0.38
H 1.488 -6.323 3.087 -0.02 -0.02 0.00 0.39
H 1.064 -6.253 1.383 -0.01 -0.01 0.01 0.31
H -1.396 -4.272 2.412 0.00 0.00 -0.02 0.37
H -1.436 -1.813 2.575 -0.01 -0.04 -0.03 0.54
H 2.849 -1.755 2.621 0.00 -0.02 -0.05 0.42
H 2.879 -4.222 2.495 0.01 0.02 -0.01 0.44
H -0.888 -0.449 4.466 -0.01 0.00 -0.02 0.35
H -0.176 1.171 4.736 0.03 0.00 -0.02 0.42
H 0.762 -0.291 5.146 0.02 -0.03 -0.06 0.41
```
Forces are in eV/Å.

As for the largest force on an atom: 3.34 eV/Å. The total energy comes out at -3372.73795 Ha. The value obtained for the energy above the lowest of the compared OMol25 structures with the same formula, charge and spin is 87.50 kJ/mol. The HOMO energy is -10.770 eV. Its total charge is +1. Its HOMO-LUMO gap is 8.4 eV.